{"formula": "C23H18FeO7S2", "method": "the ωB97M-V functional and the def2-TZVPD basis", "orbital_gap_ev": [6.2, 5.8], "s2": 6.160, "homo_ev": [-6.64, -8.74], "spin_multiplicity": 5, "relative_energy_ev": 0.130, "symbols": ["C", "C", "C", "C", "S", "C", "S", "C", "C", "C", "C", "C", "C", "O", "O", "O", "O", "C", "C", "H", "H", "H", "H", "H", "H", "H", "H", "H", "H", "H", "O", "C", "Fe", "C", "O", "C", "O", "C", "C", "C", "C", "C", "C", "C", "H", "H", "H", "H", "H", "H", "H"], "xyz": [[2.9665, -0.3715, -3.2486], [3.2202, -0.7820, -1.9317], [2.8247, 0.0151, -0.8591], [2.2133, 1.2369, -1.1251], [1.7450, 2.2795, 0.2496], [0.2193, 1.6287, 0.6094], [-0.8194, 2.3837, 1.7409], [-0.9438, 4.1403, 1.3191], [-0.0944, 5.0548, 1.9480], [-0.1136, 6.3960, 1.5572], [-0.9878, 6.8305, 0.5514], [-1.8519, 5.9064, -0.0525], [-1.8590, 4.5673, 0.3531], [-2.0924, 1.7401, 1.5105], [-0.2146, 2.4139, 3.0562], [2.6988, 2.0778, 1.3074], [1.6390, 3.5929, -0.3662], [1.9737, 1.6824, -2.4243], [2.3472, 0.8639, -3.4906], [3.2739, -1.0066, -4.0912], [3.7631, -1.7083, -1.7357], [3.0043, -0.2822, 0.1727], [-0.2335, 1.0961, -0.2234], [0.5868, 4.7255, 2.7313], [0.5807, 7.0969, 2.0268], [-0.9776, 7.8793, 0.2263], [-2.5161, 6.2271, -0.8580], [-2.5551, 3.8530, -0.0853], [1.5286, 2.6594, -2.5998], [2.1763, 1.2118, -4.5122], [-1.1009, -5.7884, -2.5901], [-1.0728, -5.1046, -1.6469], [-0.8927, -3.9292, -0.3631], [0.6618, -3.6483, -1.1174], [1.6439, -3.4410, -1.7158], [-1.5466, -2.6903, -1.4482], [-1.9255, -1.7782, -2.0792], [-0.3221, -2.8044, 1.5243], [-1.6806, -2.5755, 1.7283], [-2.6903, -3.4537, 1.4410], [-2.5515, -4.7003, 0.8296], [-1.4747, -5.5945, 0.9691], [-0.2372, -5.3177, 1.5187], [0.3235, -4.0501, 1.5166], [0.3338, -1.9238, 1.5293], [-1.9725, -1.5818, 2.0743], [-3.7076, -3.0954, 1.6095], [-3.4454, -5.1086, 0.3405], [-1.6725, -6.6369, 0.7068], [0.4198, -6.1679, 1.7644], [1.4083, -4.0183, 1.6518]], "forces_ev_per_angstrom": [[0.0, 0.2, 0.1], [0.1, 0.1, -0.2], [0.0, 0.0, -0.3], [-0.1, -0.1, 0.2], [3.1, 0.5, -2.3], [-0.4, 0.2, -0.6], [-1.6, 1.6, 2.1], [-0.1, -0.1, -0.4], [0.1, 0.1, -0.1], [-0.2, -0.1, -0.1], [0.1, -0.4, 0.0], [0.0, 0.0, 0.2], [0.3, 0.1, -0.2], [0.4, 0.2, 0.0], [0.0, -0.7, -0.9], [-0.8, 0.0, 0.3], [-0.7, -0.5, 1.0], [0.1, -0.2, -0.1], [0.1, -0.2, 0.1], [-0.2, 0.3, 0.5], [-0.3, 0.2, -0.1], [0.0, 0.0, -0.2], [-0.1, -0.1, 0.3], [-0.1, 0.0, -0.3], [-0.3, -0.2, -0.1], [0.0, -0.5, 0.2], [0.1, -0.1, 0.3], [0.2, 0.1, 0.0], [0.1, -0.2, 0.1], [0.1, -0.2, 0.3], [0.1, 1.3, 1.6], [-0.9, -3.8, -3.7], [0.2, -0.1, 0.0], [4.8, 1.2, -1.6], [-1.9, -0.5, 0.9], [-2.4, 4.5, -1.9], [1.1, -2.5, 1.3], [2.0, 0.3, 0.7], [-1.5, 0.5, 0.4], [-0.5, 1.5, 0.7], [-1.0, -2.3, 0.1], [-1.8, -0.1, 0.1], [1.3, -1.6, 1.2], [0.5, 1.3, 0.9], [-0.3, -0.4, 0.0], [0.1, -0.2, -0.1], [0.2, -0.1, -0.2], [0.4, 0.1, 0.3], [0.1, 0.3, -0.2], [-0.3, 0.5, -0.4], [-0.2, 0.1, -0.3]]}

---

{"formula": "C23H18N3O2S2Tc", "method": "the ωB97M-V functional and the def2-TZVPD basis", "orbital_gap_ev": [5.3, 3.6], "s2": 3.807, "homo_ev": [-15.97, -15.83], "charge": 3, "spin_multiplicity": 4, "symbols": ["Tc", "N", "C", "C", "C", "O", "O", "H", "H", "H", "H", "H", "H", "S", "C", "C", "C", "C", "C", "C", "N", "C", "C", "C", "C", "C", "C", "C", "C", "N", "C", "C", "C", "C", "C", "S", "C", "H", "H", "H", "H", "H", "H", "H", "H", "H", "H", "H", "H"], "xyz": [[0.0619, -0.0080, -0.0664], [2.2540, -0.0865, -0.2442], [2.9748, -0.2931, 1.0410], [2.3515, 0.4754, 2.2020], [1.0712, -0.2184, 2.7238], [0.9217, -0.5305, 3.8598], [0.1725, -0.4280, 1.7716], [2.5234, -0.8582, -0.8605], [2.6551, 0.7393, -0.6923], [4.0202, 0.0159, 0.9352], [2.9730, -1.3604, 1.2762], [2.0894, 1.5025, 1.9375], [3.0494, 0.5005, 3.0407], [-6.9892, -1.4070, 0.0046], [-7.3054, -3.0506, 0.0049], [-6.1514, -3.8344, 0.0111], [-4.9860, -3.0759, 0.0126], [-5.2246, -1.7081, 0.0073], [-4.2995, -0.6190, -0.0064], [-2.8909, -0.8410, -0.0279], [-2.0074, 0.1271, -0.0706], [-2.4464, 1.4143, -0.0681], [-3.8198, 1.7562, -0.0278], [-4.1711, 3.1434, -0.0034], [-3.2227, 4.1146, -0.0043], [-1.8289, 3.7881, -0.0366], [-0.8092, 4.7379, -0.0112], [0.5325, 4.3291, -0.0346], [0.7852, 2.9403, -0.0862], [-0.1565, 2.0144, -0.1140], [-1.4602, 2.4196, -0.0820], [1.6126, 5.2654, -0.0083], [1.5435, 6.6520, 0.0020], [2.7946, 7.2619, 0.0070], [3.8379, 6.3479, 0.0087], [3.3088, 4.7484, 0.0016], [-4.7445, 0.7118, -0.0043], [-8.3176, -3.4150, 0.0036], [-6.1800, -4.9113, 0.0141], [-4.0114, -3.5270, 0.0183], [-2.4928, -1.8446, -0.0042], [-5.2176, 3.4077, 0.0274], [-3.5031, 5.1581, 0.0229], [-1.0602, 5.7842, 0.0327], [1.8086, 2.6015, -0.1039], [0.6226, 7.2048, 0.0012], [2.9477, 8.3279, 0.0071], [4.8897, 6.5709, 0.0135], [-5.7988, 0.9481, 0.0253]], "forces_ev_per_angstrom": [[1.2, -0.2, 1.7], [-0.2, -0.1, -0.6], [0.4, 0.1, 0.8], [-0.5, -0.5, 0.4], [2.9, 1.2, 1.3], [-0.6, -0.2, -0.5], [-2.1, -0.4, -2.6], [0.0, 0.1, 0.0], [-0.1, -0.1, 0.0], [-0.2, -0.1, -0.1], [0.0, 0.1, -0.1], [0.2, 0.1, 0.0], [-0.1, 0.1, -0.1], [0.4, 0.1, 0.0], [-0.1, 0.5, 0.0], [1.1, -0.1, 0.0], [-0.5, -1.0, 0.0], [-0.8, 0.4, 0.0], [0.2, 0.3, 0.0], [-0.6, -0.5, 0.0], [-0.5, -0.1, -0.1], [-0.5, 0.6, 0.0], [0.4, -0.2, 0.0], [0.1, 0.4, 0.0], [-0.4, -0.3, 0.0], [0.4, -0.7, 0.0], [0.3, -0.5, 0.0], [-0.4, 0.4, 0.0], [0.2, 0.0, -0.1], [-0.1, 0.1, 0.0], [-0.6, 0.5, 0.0], [1.0, 0.0, 0.0], [0.0, -0.7, 0.0], [0.8, -0.3, 0.0], [-0.6, 0.7, 0.0], [-1.0, 0.2, 0.0], [0.5, 0.1, 0.0], [-0.3, 0.0, 0.0], [0.0, -0.1, 0.0], [0.2, -0.1, 0.0], [0.0, -0.1, 0.0], [-0.1, 0.0, 0.0], [-0.1, 0.0, 0.0], [0.0, 0.2, 0.0], [0.1, -0.1, 0.0], [-0.2, 0.1, 0.0], [0.0, 0.1, 0.0], [0.2, 0.0, 0.0], [-0.1, 0.0, 0.0]]}

---

{"formula": "C23H19BeBrN5", "method": "the ωB97M-V functional and the def2-TZVPD basis", "orbital_gap_ev": [5.9, 5.9], "homo_ev": [-10.29, -10.30], "charge": 1, "relative_energy_ev": 0.000, "symbols": ["Be", "C", "C", "C", "C", "C", "C", "N", "C", "C", "C", "C", "C", "C", "N", "N", "C", "C", "C", "C", "C", "N", "H", "H", "H", "H", "H", "H", "H", "H", "H", "H", "H", "H", "H", "C", "C", "C", "C", "C", "Br", "N", "C", "H", "H", "H", "H", "H", "H"], "xyz": [[-0.2537, 0.5555, 0.3000], [-0.5884, -4.7652, -0.6942], [0.3802, -3.8796, -1.1412], [0.1616, -2.5099, -1.0700], [-1.0275, -2.0181, -0.5439], [-1.9954, -2.9070, -0.0848], [-1.7769, -4.2742, -0.1675], [-1.2155, -0.6120, -0.4300], [-2.2279, 0.0076, -1.0493], [-3.1834, -0.5714, -1.9329], [-4.1781, 0.2089, -2.4387], [-4.3249, 1.5980, -2.1218], [-3.4333, 2.2026, -1.2993], [-2.3651, 1.4272, -0.7845], [-1.4161, 1.7832, 0.0854], [-1.3978, 2.7866, 0.8763], [-0.5382, 2.4296, 1.9312], [-0.3176, 3.3032, 2.9872], [0.3494, 2.8372, 4.0999], [0.7827, 1.5123, 4.1471], [0.5686, 0.7159, 3.0462], [-0.0572, 1.1593, 1.9453], [-0.4209, -5.8323, -0.7565], [1.3069, -4.2545, -1.5569], [0.9077, -1.8167, -1.4399], [-2.9129, -2.5186, 0.3410], [-2.5360, -4.9588, 0.1883], [-3.1048, -1.6170, -2.1954], [-4.8950, -0.2393, -3.1156], [-5.1444, 2.1574, -2.5505], [-3.5007, 3.2514, -1.0419], [-0.7053, 4.3095, 2.9190], [0.5188, 3.4931, 4.9436], [1.2711, 1.1072, 5.0208], [0.8953, -0.3170, 3.0293], [4.8526, -0.0421, 0.7402], [3.7255, 0.2946, -0.1984], [3.9127, 0.4993, -1.5584], [2.8339, 0.8139, -2.3617], [1.5781, 0.9089, -1.7933], [0.1587, 1.3787, -2.9247], [1.3565, 0.7005, -0.4884], [2.4320, 0.4105, 0.2725], [5.8042, -0.0654, 0.2134], [4.7000, -1.0184, 1.2015], [4.9282, 0.6958, 1.5394], [4.9024, 0.4192, -1.9920], [2.9496, 0.9908, -3.4205], [2.2402, 0.2596, 1.3246]], "forces_ev_per_angstrom": [[0.0, -0.3, -0.1], [0.0, 0.0, 0.0], [0.0, 0.0, 0.0], [0.0, -0.1, 0.0], [0.0, 0.1, 0.0], [0.0, 0.0, 0.0], [0.0, 0.0, 0.0], [0.1, 0.0, 0.0], [-0.1, 0.1, -0.1], [0.1, 0.0, 0.1], [0.0, 0.2, 0.0], [-0.1, -0.1, -0.1], [0.1, 0.0, 0.1], [0.0, -0.2, 0.0], [-0.2, 0.3, 0.1], [0.1, -0.2, 0.0], [0.0, 0.0, 0.0], [0.0, 0.1, 0.0], [0.1, 0.0, 0.1], [0.0, 0.1, 0.0], [0.0, 0.0, -0.1], [0.0, 0.1, 0.1], [0.0, 0.0, 0.0], [0.0, 0.0, 0.0], [0.0, 0.0, 0.0], [0.0, 0.0, 0.0], [0.0, 0.0, 0.0], [0.0, 0.0, 0.0], [0.0, 0.0, 0.0], [0.0, 0.0, 0.0], [0.0, 0.0, 0.0], [0.0, 0.0, 0.0], [0.0, 0.0, 0.0], [0.0, 0.0, 0.0], [0.0, 0.0, 0.0], [0.0, 0.0, 0.0], [0.1, 0.0, 0.1], [0.0, 0.0, -0.1], [0.1, 0.0, 0.0], [-0.1, 0.0, 0.1], [0.0, 0.0, 0.0], [0.1, 0.0, 0.0], [-0.1, 0.0, 0.0], [0.0, 0.0, 0.0], [0.0, 0.0, 0.0], [0.0, 0.0, 0.0], [0.0, 0.0, 0.0], [0.0, 0.0, 0.0], [0.0, 0.0, 0.0]]}

---

{"formula": "C23H19F5N5O4RuSSe", "method": "the ωB97M-V functional and the def2-TZVPD basis", "orbital_gap_ev": [7.1, 6.8], "s2": 0.760, "homo_ev": [-13.50, -13.54], "charge": 2, "spin_multiplicity": 2, "relative_energy_ev": 0.156, "symbols": ["Ru", "O", "C", "O", "C", "C", "C", "C", "C", "N", "C", "O", "O", "H", "H", "H", "H", "H", "F", "C", "C", "F", "C", "F", "C", "Se", "C", "F", "C", "F", "C", "N", "C", "C", "N", "C", "H", "H", "H", "H", "H", "H", "C", "C", "C", "C", "N", "C", "S", "N", "C", "H", "H", "H", "H", "H", "H", "H", "H"], "xyz": [[-0.1259, -0.4165, -0.1986], [0.7097, 3.3065, 2.7125], [0.8177, 2.3323, 1.8251], [0.4313, 2.3790, 0.6903], [1.5556, 1.1367, 2.3429], [2.2732, 1.2165, 3.5283], [3.0336, 0.1318, 3.9250], [3.0848, -0.9690, 3.0891], [2.3315, -0.9642, 1.9239], [1.5278, 0.0423, 1.5672], [2.3601, -2.0935, 0.9382], [3.3518, -2.9629, 0.9771], [1.4864, -2.2210, 0.1119], [0.2315, 4.0537, 2.3130], [2.2380, 2.1261, 4.1100], [3.5950, 0.1538, 4.8489], [3.6876, -1.8243, 3.3655], [4.0469, -2.7319, 1.6077], [-1.2848, 5.2340, -4.1623], [-1.4913, 4.2654, -3.2884], [-1.6243, 4.5616, -1.9396], [-1.5413, 5.8180, -1.5237], [-1.8272, 3.5352, -1.0356], [-1.9263, 3.8537, 0.2594], [-1.9059, 2.2096, -1.4381], [-2.1511, 0.8258, -0.1564], [-1.7844, 1.9442, -2.7937], [-1.8468, 0.6858, -3.2434], [-1.5700, 2.9499, -3.7168], [-1.4242, 2.6595, -5.0044], [3.0931, -0.0263, -4.6546], [2.3295, 0.4655, -3.5097], [2.1703, 1.7750, -3.1369], [1.3900, 1.7706, -2.0231], [1.0701, 0.4686, -1.7136], [1.6552, -0.2874, -2.6325], [3.4708, 0.8282, -5.2077], [2.4488, -0.6106, -5.3068], [3.9311, -0.6307, -4.3161], [2.6132, 2.5838, -3.6911], [1.0274, 2.6002, -1.4469], [1.6101, -1.3634, -2.6880], [-4.2122, -4.7772, 1.5181], [-3.1833, -3.7095, 1.4124], [-2.7244, -2.9463, 2.4521], [-1.7851, -1.9311, 2.2134], [-1.2968, -1.7395, 0.9896], [-1.7589, -2.4857, -0.0381], [-1.1091, -1.9945, -1.5335], [-2.6794, -3.4416, 0.1748], [-1.2904, -1.0534, 3.3083], [-4.4189, -5.0073, 2.5592], [-3.8831, -5.6866, 1.0133], [-5.1393, -4.4426, 1.0466], [-3.1058, -3.1135, 3.4479], [-3.0227, -3.9600, -0.6270], [-2.0148, -0.9857, 4.1164], [-1.0755, -0.0586, 2.9219], [-0.3688, -1.4784, 3.7165]], "forces_ev_per_angstrom": [[0.6, -0.3, 0.5], [-0.1, 0.0, 0.1], [0.0, 0.0, -0.3], [-0.1, 0.0, 0.0], [0.0, -0.2, 0.1], [0.0, 0.0, 0.0], [0.0, 0.0, 0.0], [0.0, -0.1, 0.0], [0.0, 0.0, -0.1], [0.0, 0.5, 0.1], [0.1, -0.1, 0.1], [-0.1, 0.0, 0.0], [-0.2, 0.5, -0.4], [0.0, 0.0, 0.0], [0.0, 0.0, 0.0], [0.0, 0.0, 0.0], [0.0, 0.0, 0.0], [0.0, 0.0, 0.0], [0.0, 0.0, 0.0], [0.0, 0.0, 0.0], [0.0, 0.0, 0.0], [0.0, 0.0, 0.0], [0.1, 0.0, 0.1], [-0.1, 0.0, -0.1], [0.0, 0.1, 0.0], [0.6, 0.1, -0.2], [0.0, -0.1, 0.0], [0.0, 0.0, 0.1], [0.0, 0.0, 0.0], [0.0, 0.0, 0.0], [0.0, 0.0, 0.0], [0.0, 0.0, 0.0], [0.0, 0.0, 0.0], [-0.1, 0.1, -0.1], [-0.4, -0.1, 0.2], [0.0, 0.0, 0.0], [0.0, 0.0, 0.0], [0.0, 0.0, 0.0], [0.0, 0.0, 0.0], [0.0, 0.0, 0.0], [0.0, 0.0, 0.0], [0.0, 0.0, 0.0], [0.0, 0.0, 0.0], [0.0, 0.0, 0.0], [0.0, 0.0, 0.0], [0.1, 0.0, 0.1], [-0.5, 0.0, -0.2], [0.3, 0.1, -0.2], [-0.3, -0.3, 0.1], [0.0, -0.1, 0.0], [0.0, 0.0, 0.0], [0.0, 0.0, 0.0], [0.0, 0.0, 0.0], [0.0, 0.0, 0.0], [0.0, 0.0, 0.0], [0.0, 0.0, 0.0], [0.0, 0.0, 0.0], [0.0, 0.0, 0.0], [0.0, 0.0, 0.0]]}